1.
DFT (ωB97M-V with the def2-TZVPD basis set) results for a structure of composition C31H42Br2N11O5PV.

Properties
Net charge: -2
E (eV): -234524.2155
ΔE to the lowest compared entry with this formula, charge and spin (kJ/mol): 0.00
LUMO level (alpha / beta) (eV): 3.91 / 3.91
2S+1: 4

```
93
Properties=species:S:1:pos:R:3:forces:R:3
V -0.568 -0.341 0.057 0.0 -0.5 -0.2
O 0.205 -2.355 5.838 0.0 0.0 0.0
C 0.034 -1.939 4.714 0.0 0.0 0.0
C -0.639 -2.677 3.574 0.0 0.0 0.0
O -1.166 -3.780 3.633 0.0 0.1 0.0
C -0.519 -1.801 2.414 0.1 -0.2 0.0
C 0.036 -0.556 2.783 0.0 -0.1 0.3
O 0.182 0.377 1.933 -0.1 0.2 -0.4
C 0.480 -0.588 4.179 0.0 0.0 0.0
O 1.110 0.254 4.793 0.0 0.0 0.0
O -0.875 -2.041 1.209 0.2 0.0 0.1
N -1.145 0.769 -3.318 0.0 0.0 0.0
C -0.460 1.619 -2.509 0.0 0.0 0.0
N -0.076 2.846 -2.933 0.0 0.0 0.1
N 0.522 3.399 -1.918 0.0 0.0 -0.1
N 0.508 2.547 -0.941 0.0 -0.1 -0.2
N -0.084 1.383 -1.263 -0.2 0.2 0.2
C -1.413 -0.573 -3.061 -0.1 0.1 0.0
N -1.918 -1.369 -3.983 0.0 0.0 -0.1
N -2.073 -2.544 -3.338 0.0 0.0 0.0
N -1.684 -2.441 -2.113 0.0 0.0 0.0
N -1.241 -1.180 -1.894 0.1 0.1 0.3
H -1.300 1.081 -4.261 0.0 0.0 0.0
Br -2.237 3.482 0.343 0.0 0.2 0.0
C 0.991 2.863 0.363 -0.1 0.1 0.0
Br 2.891 2.395 0.520 0.0 0.0 0.0
H 0.446 2.304 1.115 0.0 -0.1 0.0
H 0.898 3.931 0.508 0.0 0.0 0.0
N -3.425 -1.464 2.352 0.0 0.0 -0.1
C -3.689 -1.182 1.030 0.0 0.0 0.0
C -4.696 -1.878 0.345 0.0 0.0 0.0
C -5.060 -1.450 -0.909 0.0 0.0 0.0
C -4.463 -0.314 -1.448 0.0 0.0 0.0
C -3.448 0.277 -0.726 -0.1 0.1 0.0
N -3.012 -0.182 0.457 0.2 0.1 -0.1
H -3.352 -2.449 2.573 0.0 0.1 0.0
H -2.627 -0.950 2.699 -0.1 0.0 0.0
H -5.178 -2.722 0.821 0.0 0.0 0.0
H -5.823 -1.984 -1.463 0.0 0.0 0.0
H -4.743 0.074 -2.416 0.0 0.0 0.0
H -2.937 1.166 -1.082 0.0 0.0 0.0
C 1.333 -5.976 -1.697 0.0 0.0 0.0
C 1.192 -5.585 -0.216 0.0 0.0 0.0
C 1.044 -4.070 -0.043 0.0 0.0 0.0
C 1.927 -3.339 -1.060 0.0 0.0 0.0
C 1.357 -3.582 -2.475 0.1 0.0 0.0
C 0.650 -4.939 -2.581 0.0 0.0 0.0
P 2.070 -1.532 -0.660 0.0 0.0 0.0
C 3.492 -1.444 0.563 0.0 0.0 0.0
C 4.614 -2.508 0.467 0.0 0.0 0.0
C 4.444 -3.597 1.523 0.1 0.0 0.0
C 4.607 -3.020 2.936 0.0 0.0 0.0
C 4.096 -1.573 3.011 0.0 0.0 0.0
C 2.975 -1.348 2.005 0.0 0.0 0.0
C 2.947 -0.763 -2.114 0.0 0.0 0.1
C 2.074 -0.491 -3.338 0.0 0.0 0.0
C 2.702 0.622 -4.188 0.0 0.0 0.0
C 4.238 0.512 -4.204 0.0 0.0 0.0
C 4.659 -0.938 -3.986 0.0 0.0 0.0
C 4.275 -1.397 -2.570 0.0 0.0 0.0
H 0.916 -6.972 -1.869 0.0 0.0 0.0
H 2.393 -6.036 -1.972 0.0 0.0 0.0
H 2.064 -5.942 0.344 0.0 0.0 0.0
H 0.319 -6.075 0.222 0.0 0.0 0.0
H 1.280 -3.788 0.983 0.0 0.0 0.1
H 0.008 -3.760 -0.188 0.0 0.0 0.0
H 2.930 -3.774 -1.014 0.0 0.0 0.0
H 2.171 -3.528 -3.206 0.0 0.0 0.0
H 0.641 -2.803 -2.733 0.0 0.0 0.0
H 0.632 -5.261 -3.625 0.0 0.0 0.0
H -0.393 -4.822 -2.275 0.0 0.0 0.0
H 3.934 -0.469 0.325 0.0 0.0 0.0
H 5.580 -2.015 0.629 0.0 0.0 0.0
H 4.673 -2.953 -0.523 0.0 0.0 0.0
H 5.163 -4.405 1.357 0.0 0.0 0.0
H 3.455 -4.043 1.415 -0.1 0.0 0.0
H 5.661 -3.059 3.231 0.0 0.0 0.0
H 4.061 -3.642 3.650 0.0 0.0 0.0
H 4.910 -0.870 2.797 0.0 0.0 0.0
H 3.745 -1.338 4.018 0.0 0.0 0.0
H 2.510 -0.375 2.151 0.0 0.0 0.0
H 2.195 -2.094 2.179 0.0 0.0 0.0
H 3.179 0.222 -1.682 0.0 0.0 0.0
H 1.073 -0.214 -3.032 0.0 0.0 0.0
H 1.963 -1.400 -3.932 0.0 0.0 0.0
H 2.402 1.599 -3.801 0.0 0.0 0.0
H 2.313 0.559 -5.208 0.0 0.0 0.0
H 4.666 1.125 -3.406 0.0 0.0 0.0
H 4.639 0.903 -5.142 0.0 0.0 0.0
H 5.733 -1.069 -4.141 0.0 0.0 0.0
H 4.160 -1.567 -4.731 0.0 0.0 0.0
H 5.068 -1.108 -1.875 0.0 0.0 0.0
H 4.220 -2.489 -2.543 0.0 0.0 0.0
```
Positions in Å, forces in eV/Å.

Atom charges from the Mulliken analysis, given in e for atoms 1 to 6: V 1.15; O -0.69; C 0.26; C 0.10; O -0.78; C 0.79

=====

2.
DFT (ωB97M-V with the def2-TZVPD basis set) results for a structure of composition C31H42CrN5O3S at a distorted geometry.

Properties
E (eV): -85681.6039
LUMO level (alpha / beta) (eV): 0.43 / 0.43
2S+1: 4

```
83
Properties=species:S:1:pos:R:3:forces:R:3
Cr 0.057 -0.257 0.460 -0.2 0.3 0.9
N -2.019 -0.331 0.610 0.1 -0.1 -0.2
C -2.479 0.051 1.958 0.2 -0.1 0.0
C -1.698 -0.741 2.988 -0.1 0.1 0.0
N -0.255 -0.596 2.736 0.0 -0.1 -0.3
C 0.554 0.223 3.656 0.0 0.0 0.0
C 1.153 1.386 2.899 0.0 -0.1 0.0
N 1.865 0.824 1.744 -0.2 0.1 -0.3
H -2.257 0.448 -0.040 -0.2 0.1 0.1
H -2.479 -1.170 0.284 0.0 -0.1 0.1
H -3.550 -0.115 2.081 -0.1 0.0 0.0
H -2.285 1.116 2.082 0.0 0.0 -0.1
H -1.952 -1.797 2.885 0.0 -0.1 0.1
H -1.967 -0.428 3.998 0.0 0.0 0.1
H 0.140 -1.529 2.755 -0.1 0.0 0.0
H 1.371 -0.403 4.023 0.0 0.0 0.1
H -0.011 0.566 4.524 -0.1 0.0 -0.1
H 1.766 1.996 3.569 0.1 0.0 -0.1
H 0.351 2.003 2.503 0.0 0.1 0.0
H 2.726 0.364 2.015 0.0 0.0 -0.1
H 2.086 1.547 1.074 0.1 0.1 -0.1
C 2.531 -2.560 2.523 0.1 -0.1 0.0
C 1.257 -3.354 2.450 -0.1 0.0 -0.1
C 0.980 -4.274 3.460 0.0 0.0 0.0
C -0.178 -5.031 3.449 0.0 0.0 0.0
C -1.067 -4.891 2.396 0.0 0.0 0.0
C -0.817 -3.994 1.363 0.0 -0.1 0.0
C -1.744 -3.959 0.177 0.0 0.0 0.1
C 0.337 -3.185 1.392 0.0 0.0 -0.2
N 0.494 -2.206 0.367 0.3 -0.1 0.1
C 1.301 -2.510 -0.749 0.1 0.1 0.1
C 1.418 -3.960 -1.187 -0.1 0.1 0.1
C 1.286 -1.454 -1.773 0.0 0.2 0.1
C 1.381 -1.834 -3.235 -0.1 0.1 0.1
N 0.484 -0.350 -1.419 0.3 0.2 -0.3
C 0.244 0.695 -2.371 -0.1 -0.2 0.0
C -0.978 0.664 -3.065 0.0 0.0 0.1
C -1.943 -0.476 -2.867 0.0 0.1 0.0
C -1.299 1.686 -3.949 0.0 0.0 0.0
C -0.427 2.737 -4.162 0.0 0.1 0.0
C 0.784 2.762 -3.493 0.0 0.0 0.0
C 1.141 1.756 -2.601 -0.1 -0.2 0.0
C 2.482 1.824 -1.933 0.0 0.1 -0.1
H 2.896 -2.516 3.553 0.0 0.0 -0.1
H 2.396 -1.555 2.131 0.0 -0.1 -0.1
H 3.308 -3.020 1.911 0.0 0.0 0.0
H 1.695 -4.399 4.266 0.0 0.0 0.0
H -0.381 -5.736 4.246 0.0 0.0 0.0
H -1.965 -5.500 2.363 0.0 0.0 0.0
H -2.591 -4.627 0.331 0.0 0.0 0.0
H -1.217 -4.276 -0.725 -0.1 0.0 0.0
H -2.118 -2.958 -0.025 0.0 0.0 -0.1
H 1.342 -4.623 -0.325 0.0 0.0 0.0
H 2.371 -4.142 -1.672 0.0 0.0 -0.1
H 0.618 -4.215 -1.889 0.0 0.0 0.1
H 2.213 -2.510 -3.398 0.0 0.0 0.0
H 1.535 -0.941 -3.842 0.0 0.0 0.0
H 0.457 -2.321 -3.565 0.0 0.1 0.0
H -1.986 -0.775 -1.821 0.0 -0.1 -0.1
H -1.630 -1.350 -3.443 0.0 0.0 0.0
H -2.943 -0.193 -3.199 0.0 0.0 0.0
H -2.252 1.660 -4.467 0.0 0.0 0.0
H -0.691 3.540 -4.841 0.0 0.0 0.0
H 1.477 3.580 -3.664 0.0 0.0 0.0
H 2.849 2.853 -1.910 0.0 -0.1 0.0
H 3.214 1.216 -2.466 0.0 -0.1 0.0
H 2.433 1.427 -0.929 0.0 -0.1 0.2
S 3.013 -1.584 -0.901 0.0 0.0 0.2
O -2.659 4.235 -2.000 -0.1 -0.1 0.1
C -1.645 4.751 -1.269 0.1 0.0 0.1
C -1.325 6.105 -1.369 0.0 0.0 0.0
C -0.273 6.644 -0.652 0.0 0.0 0.0
C 0.495 5.833 0.170 0.1 0.0 0.0
C 0.181 4.488 0.267 0.0 0.1 -0.1
C -0.888 3.924 -0.425 0.0 -0.1 0.0
C -1.207 2.469 -0.202 0.1 0.1 -0.1
O -2.329 2.036 -0.475 0.1 0.1 -0.1
O -0.249 1.777 0.320 -0.1 -0.2 0.1
H -3.056 4.940 -2.519 0.0 0.1 -0.1
H -1.918 6.737 -2.023 0.0 0.0 0.0
H -0.054 7.702 -0.736 0.0 0.0 0.0
H 1.328 6.244 0.726 0.0 0.0 0.0
H 0.773 3.836 0.894 0.0 0.0 0.0
```
Positions in Å, forces in eV/Å.

Atom charges from the natural (NBO) analysis, given in e for atoms 1 to 6: Cr 1.64; N -0.91; C -0.22; C -0.22; N -0.70; C -0.22

=====

3.
DFT (ωB97M-V with the def2-TZVPD basis set) results for a structure of composition C31H42N8O8Pt at a distorted geometry.

Properties
E (eV): -64376.9471
ΔE to the lowest compared entry with this formula, charge and spin (kJ/mol): 31.44
LUMO level (eV): -0.18

```
90
Properties=species:S:1:pos:R:3:forces:R:3
Pt -1.705 1.095 1.149 0.0 -0.2 0.8
N -2.385 3.000 0.800 0.2 -0.3 -0.2
C -3.864 3.017 0.964 0.0 -0.1 0.0
C -4.553 3.986 0.006 0.0 0.0 0.0
C -4.322 3.750 -1.490 -0.1 0.1 -0.2
C -5.139 2.640 -2.155 0.0 -0.1 0.1
N -4.650 1.295 -1.863 -0.2 0.0 -0.1
C -3.467 0.844 -2.275 0.2 -0.2 -0.3
N -2.939 -0.246 -1.697 -0.1 -0.1 -0.3
N -2.833 1.433 -3.287 -1.5 -0.5 -0.4
C -4.453 1.601 0.823 -0.2 0.3 0.0
O -5.663 1.467 0.726 0.2 0.0 0.1
O -3.609 0.629 0.697 -0.1 0.1 0.9
H -1.942 3.681 1.407 -0.1 0.0 0.0
H -2.064 3.216 -0.156 0.0 0.1 0.1
H -4.080 3.329 1.988 0.0 0.0 0.0
H -4.207 4.997 0.237 0.0 0.0 0.1
H -5.620 3.951 0.234 0.0 0.0 0.0
H -3.260 3.596 -1.704 -0.1 0.1 0.0
H -4.579 4.681 -2.003 0.0 0.0 0.0
H -5.159 2.793 -3.237 0.0 0.0 0.0
H -6.177 2.673 -1.826 0.0 0.0 0.0
H -5.073 0.837 -1.064 -0.1 -0.1 -0.3
H -3.217 -0.384 -0.730 -0.1 -0.1 -0.2
H -1.945 -0.358 -1.841 -0.1 -0.1 -0.2
H -3.221 2.261 -3.699 -0.1 -0.1 -0.1
H -1.828 1.339 -3.382 -0.5 -0.5 -0.5
O -0.726 2.736 -3.539 0.6 0.2 0.1
N -0.834 2.605 -2.316 0.6 0.6 0.6
O -0.900 1.456 -1.809 1.3 0.6 0.2
O -0.956 3.608 -1.575 0.1 -0.1 -0.1
C 6.537 0.633 -0.828 0.0 0.0 0.0
C 5.323 1.249 -1.507 0.0 0.0 0.0
N 4.317 1.724 -0.555 0.0 0.0 0.0
C 4.172 3.162 -0.370 0.0 0.0 0.0
C 5.332 3.792 0.388 0.0 0.0 0.0
C 3.516 0.787 0.007 0.0 0.0 0.0
O 3.583 -0.398 -0.269 0.0 0.0 0.0
C 2.510 1.248 1.029 0.0 0.0 0.0
C 2.873 1.639 2.308 0.0 0.0 0.0
C 1.882 1.966 3.218 0.0 0.0 0.0
C 0.561 1.899 2.826 0.0 0.0 -0.1
N 0.213 1.522 1.586 0.1 -0.2 0.2
C 1.166 1.184 0.709 -0.1 0.1 -0.1
H 7.254 0.294 -1.577 0.0 0.0 0.0
H 6.235 -0.228 -0.233 0.0 0.0 0.0
H 7.037 1.352 -0.178 0.0 0.0 0.0
H 4.851 0.512 -2.156 0.0 0.0 0.0
H 5.611 2.104 -2.121 0.0 0.0 0.0
H 3.234 3.356 0.145 0.0 0.0 0.0
H 4.081 3.620 -1.358 0.0 0.0 0.0
H 5.446 3.337 1.374 0.0 0.0 0.0
H 5.159 4.861 0.519 0.0 0.0 0.0
H 6.271 3.668 -0.152 0.0 0.0 0.0
H 3.918 1.672 2.592 0.0 0.0 0.0
H 2.121 2.257 4.231 0.0 0.0 0.0
H -0.255 2.111 3.502 0.0 0.0 0.0
H 0.822 0.880 -0.271 0.0 0.0 0.0
C 1.245 -4.204 -3.614 0.0 0.0 0.0
C 1.385 -4.339 -2.121 0.0 0.0 0.0
C 2.454 -5.051 -1.592 0.0 0.0 0.0
C 2.613 -5.168 -0.219 0.0 0.0 0.0
C 1.709 -4.570 0.636 0.0 0.0 0.0
C 0.616 -3.874 0.123 0.0 0.0 0.0
N -0.298 -3.211 0.961 0.1 0.0 0.0
C -0.700 -3.595 2.223 0.0 0.0 0.1
C -0.620 -4.938 2.625 0.0 0.0 0.0
C -1.027 -5.334 3.882 0.0 0.0 0.0
C -1.534 -4.411 4.791 0.0 0.0 0.0
C -1.643 -3.092 4.400 0.0 0.0 0.0
C -1.247 -2.659 3.134 0.1 -0.1 -0.1
C -1.454 -1.202 2.845 0.1 -0.3 0.4
O -1.789 -0.442 3.744 0.1 0.2 -0.5
O -1.245 -0.856 1.593 -0.3 0.8 -0.2
C 0.445 -3.757 -1.263 0.0 0.0 0.0
C -0.726 -2.986 -1.812 0.0 0.0 0.0
H 2.126 -4.598 -4.119 0.0 0.0 0.0
H 1.123 -3.161 -3.913 0.0 0.0 0.0
H 0.375 -4.751 -3.986 0.0 0.0 0.0
H 3.174 -5.505 -2.263 0.0 0.0 0.0
H 3.461 -5.708 0.185 0.0 0.0 0.0
H 1.851 -4.622 1.707 0.0 0.0 0.0
H -0.504 -2.243 0.752 0.0 -0.1 0.0
H -0.249 -5.674 1.925 0.0 0.0 0.0
H -0.955 -6.380 4.152 0.0 0.0 0.0
H -1.850 -4.721 5.778 0.0 0.0 0.0
H -2.049 -2.345 5.068 0.0 0.0 0.0
H -1.564 -3.007 -1.116 0.0 0.0 0.0
H -1.061 -3.394 -2.765 0.0 0.0 0.0
H -0.462 -1.935 -1.982 0.1 0.0 0.0
```
Positions in Å, forces in eV/Å.

Atom charges from the Mulliken analysis, given in e for atoms 1 to 6: Pt 1.38; N -0.55; C 0.34; C -1.08; C -0.08; C -1.13